Entry 1:
{
  "formula": "BrCdH4O2",
  "method": "wB97M-V/def2-TZVPD",
  "homo_lumo_gap_ev": 2.952,
  "charge": 1,
  "de_lowest_kj_mol": 351.9,
  "e_lumo_ev": -10.356,
  "symbols": ["Cd", "Br", "O", "H", "H", "O", "H", "H"],
  "coordinates": [[3.665, -4.759, 1.398], [1.629, -1.448, -0.340], [-4.045, -2.335, 0.573], [-4.658, -2.293, -0.161], [-3.188, -2.174, 0.180], [1.962, 4.497, -0.816], [2.005, 3.579, -0.547], [2.631, 4.933, -0.288]],
  "forces_ev_per_a": [[-0.51, 0.81, -0.42], [0.50, -0.82, 0.42], [0.06, -0.07, 0.23], [-0.24, 0.01, -0.16], [0.18, 0.06, -0.08], [-0.14, 0.01, -0.16], [-0.02, -0.19, 0.05], [0.17, 0.20, 0.12]]
}

=====

Entry 2:
{
  "formula": "C10H10FN",
  "method": "wB97M-V/def2-TZVPD",
  "homo_lumo_gap_ev": 8.552,
  "de_lowest_kj_mol": 176.5,
  "e_lumo_ev": 0.502,
  "symbols": ["C", "C", "C", "C", "C", "C", "C", "C", "C", "C", "N", "F", "H", "H", "H", "H", "H", "H", "H", "H", "H", "H"],
  "coordinates": [[0.671, -1.763, 0.480], [-0.545, -1.760, -0.169], [-1.989, 1.446, 0.647], [1.079, -0.673, 1.264], [0.267, 0.436, 1.433], [-2.960, 0.896, -0.128], [-0.941, 0.485, 0.744], [-1.350, -0.636, -0.025], [2.891, -0.109, -0.464], [2.115, 0.671, -1.462], [-2.586, -0.357, -0.532], [3.515, 0.751, 0.356], [1.322, -2.617, 0.387], [-0.868, -2.606, -0.759], [-2.003, 2.420, 1.095], [1.991, -0.758, 1.834], [0.587, 1.263, 2.049], [-3.911, 1.303, -0.416], [1.319, 0.055, -1.867], [2.808, 0.901, -2.274], [1.730, 1.620, -1.085], [-3.139, -0.969, -1.110]],
  "forces_ev_per_a": [[-0.24, -0.08, -0.05], [0.07, -0.13, 0.01], [-0.19, 0.07, -0.06], [-0.38, -0.01, 0.64], [0.42, -0.26, -0.30], [-0.16, 0.37, 0.14], [-0.19, -0.39, -0.21], [0.48, 0.19, 0.30], [0.70, -0.17, -0.19], [-0.18, 0.35, 0.40], [-0.25, -0.22, -0.30], [-0.31, 0.08, -0.36], [0.09, -0.04, -0.02], [0.01, -0.08, -0.05], [-0.09, 0.18, 0.09], [0.09, 0.04, -0.06], [0.02, 0.07, 0.09], [-0.12, 0.04, -0.08], [-0.08, -0.07, -0.04], [0.21, -0.11, -0.06], [-0.05, 0.05, 0.01], [0.14, 0.10, 0.10]]
}

=====

Entry 3:
{
  "formula": "C51H35F5N13O3RbS2",
  "method": "wB97M-V/def2-TZVPD",
  "homo_lumo_gap_ev": 5.817,
  "charge": -2,
  "de_lowest_kj_mol": 169.2,
  "e_lumo_ev": 3.573,
  "symbols": ["Rb", "C", "C", "C", "C", "C", "C", "N", "N", "C", "C", "C", "C", "C", "C", "H", "H", "H", "H", "H", "H", "H", "H", "H", "C", "N", "C", "N", "C", "N", "C", "C", "C", "C", "C", "C", "C", "N", "N", "C", "O", "C", "C", "C", "C", "C", "C", "N", "C", "N", "C", "N", "C", "H", "H", "H", "H", "H", "H", "H", "H", "H", "H", "H", "H", "H", "H", "H", "H", "O", "N", "N", "O", "C", "C", "C", "C", "C", "C", "H", "H", "H", "H", "H", "F", "C", "C", "F", "C", "F", "C", "S", "C", "F", "C", "F", "S", "C", "N", "C", "C", "C", "C", "C", "C", "H", "H", "H", "H", "H"],
  "coordinates": [[1.262, 0.623, -1.675], [3.454, -3.247, -4.378], [2.128, -2.957, -4.304], [1.546, -2.514, -3.058], [2.337, -2.634, -1.924], [3.626, -3.156, -2.011], [4.232, -3.358, -3.224], [1.700, -2.366, -0.686], [1.376, -3.351, -0.005], [0.604, -3.151, 1.261], [0.645, -4.244, 2.111], [0.060, -4.156, 3.336], [-0.600, -2.964, 3.707], [-0.709, -1.954, 2.777], [-0.232, -1.978, 1.488], [3.962, -3.480, -5.316], [1.512, -2.881, -5.242], [0.517, -2.290, -2.914], [4.215, -3.284, -1.155], [5.290, -3.620, -3.133], [1.243, -5.117, 1.840], [0.122, -4.995, 3.979], [-1.123, -2.835, 4.614], [-1.176, -1.047, 3.086], [2.935, -0.149, 3.908], [2.735, 0.870, 2.877], [2.277, 0.752, 1.620], [2.247, 1.923, 1.072], [2.581, 2.727, 2.090], [2.978, 2.145, 3.157], [2.258, 0.130, 5.236], [2.819, 0.175, 6.510], [2.081, 0.613, 7.579], [0.744, 0.990, 7.425], [0.149, 0.792, 6.204], [0.866, 0.369, 5.119], [-1.291, 0.970, 6.065], [-2.109, 1.352, 6.972], [-3.388, 1.325, 6.460], [-3.273, 0.915, 5.248], [-1.988, 0.725, 4.913], [-4.237, 0.832, 4.108], [-5.597, 1.040, 4.305], [-6.356, 1.163, 3.144], [-5.850, 0.904, 1.859], [-4.485, 0.645, 1.673], [-3.867, 0.277, 0.369], [-2.809, 1.149, -0.023], [-1.510, 0.954, 0.229], [-0.840, 2.072, -0.126], [-1.863, 2.880, -0.511], [-3.098, 2.438, -0.459], [-3.730, 0.563, 2.827], [4.027, -0.331, 4.014], [2.464, -0.991, 3.487], [2.191, -0.242, 1.151], [2.727, 3.841, 1.897], [3.864, -0.015, 6.648], [2.431, 0.623, 8.575], [0.126, 1.284, 8.293], [0.381, 0.151, 4.176], [-6.001, 1.137, 5.279], [-7.442, 1.421, 3.228], [-6.559, 0.954, 1.036], [-4.629, 0.242, -0.412], [-3.439, -0.710, 0.471], [-1.047, 0.030, 0.596], [-1.609, 3.932, -0.686], [-2.651, 0.291, 2.812], [0.689, -0.364, -4.594], [0.291, 0.340, -5.606], [-0.321, 1.461, -5.266], [-0.494, 1.796, -3.967], [-1.099, 2.100, -6.279], [-1.795, 3.259, -5.944], [-2.482, 3.998, -6.933], [-2.501, 3.685, -8.277], [-1.810, 2.501, -8.585], [-1.157, 1.691, -7.621], [-1.691, 3.523, -4.859], [-2.975, 4.877, -6.609], [-3.094, 4.242, -9.001], [-1.700, 2.225, -9.643], [-0.706, 0.834, -7.947], [6.906, 4.955, 1.179], [6.330, 3.885, 0.673], [5.302, 3.952, -0.183], [4.725, 5.098, -0.702], [4.762, 2.728, -0.656], [3.716, 2.909, -1.473], [5.306, 1.482, -0.394], [4.818, -0.105, -0.953], [6.433, 1.460, 0.475], [7.068, 0.334, 0.764], [6.930, 2.618, 1.078], [7.910, 2.618, 2.022], [-3.280, -0.737, -4.154], [-2.243, -0.142, -2.854], [-1.774, -1.051, -2.096], [-2.118, -2.347, -2.520], [-1.892, -3.568, -1.893], [-2.601, -4.699, -2.259], [-3.561, -4.669, -3.226], [-3.741, -3.486, -3.966], [-3.043, -2.354, -3.641], [-2.094, 0.947, -2.827], [-1.250, -3.630, -0.976], [-2.362, -5.639, -1.695], [-4.162, -5.525, -3.343], [-4.444, -3.403, -4.839]],
  "forces_ev_per_a": [[0.17, -0.01, -0.29], [1.64, -0.85, -0.41], [-2.24, 1.73, 0.15], [1.97, -1.62, -0.98], [-0.52, -1.31, -0.40], [-0.30, 0.90, -0.40], [-0.19, -0.10, 0.64], [-0.87, 0.37, 1.48], [-0.15, -0.17, 0.23], [-0.72, 1.83, -1.56], [1.27, 0.03, -1.02], [-1.08, 1.10, 1.10], [0.61, -1.28, -1.02], [0.00, 0.02, 0.17], [2.25, -0.98, -1.58], [-0.45, 0.15, -0.03], [0.67, -0.14, 1.18], [-0.63, 0.42, -0.35], [0.53, -0.06, 1.37], [-0.34, 0.01, -0.80], [-0.22, 0.14, -0.03], [-0.07, -0.62, 0.77], [-0.24, -0.17, 1.27], [-0.74, 0.60, 0.45], [1.40, 0.45, 0.17], [0.06, -1.07, 1.40], [0.86, -2.16, 0.03], [-1.15, 0.30, -0.98], [1.13, 4.05, -2.26], [-0.07, 0.06, 1.97], [-1.50, 0.56, -0.51], [0.51, 0.36, -1.25], [-1.96, 0.36, 0.07], [0.42, -0.43, 1.35], [-1.08, 0.08, -0.80], [1.57, -0.53, -0.26], [-1.17, 0.36, -0.32], [-0.08, 0.15, 1.28], [-0.50, -0.10, 0.06], [-0.17, 0.37, -1.18], [1.44, -0.68, -0.09], [0.35, -0.41, 0.48], [0.63, 0.36, -1.65], [-1.41, -0.34, -0.11], [0.12, 0.62, 0.52], [-1.15, -0.42, 1.05], [-0.55, -0.36, -0.43], [-0.68, 0.16, 0.42], [0.50, 1.39, -0.89], [-1.42, -0.93, 0.38], [1.08, 2.14, 0.13], [1.50, -1.60, 0.48], [1.45, 0.23, 1.01], [-0.67, 0.05, 0.03], [-0.33, -1.49, -0.45], [-0.36, 0.67, 0.20], [-0.39, -1.68, 0.59], [0.45, -0.26, -0.04], [0.85, 0.09, 0.78], [0.50, -0.08, -0.64], [0.00, 0.25, -0.06], [-0.35, 0.30, 0.74], [1.06, -0.38, -0.04], [0.33, 0.02, -0.08], [0.10, 0.05, -0.07], [0.18, -0.39, -0.14], [-0.21, -0.24, -0.05], [-0.46, -0.49, -0.44], [-0.94, 0.34, -0.45], [-0.77, 1.91, -2.48], [0.13, -0.81, 2.24], [-0.30, -0.98, 1.40], [0.12, 0.17, -1.71], [0.11, 0.39, -0.41], [0.22, 0.22, 0.56], [0.42, -0.17, 1.10], [0.55, -1.48, 0.61], [0.44, -0.36, -0.22], [-1.38, 2.79, -0.07], [-0.45, 0.09, -1.24], [-0.52, 0.78, 0.36], [0.40, -0.05, 0.12], [-0.23, -0.18, 0.48], [1.24, -2.03, -0.63], [0.50, 1.60, 0.54], [2.01, -1.93, 1.55], [-1.95, -0.89, -1.75], [1.02, -0.85, 1.09], [0.44, 0.77, 0.03], [-0.22, -0.55, -0.26], [0.44, -1.06, 0.29], [-0.65, 0.56, -0.34], [0.45, 2.25, 0.77], [0.03, -0.53, 0.15], [-1.80, 0.59, -1.35], [-0.44, 0.05, -0.71], [0.01, 0.62, -0.42], [-0.79, -0.12, -0.81], [0.98, -0.83, 0.26], [-1.73, 0.37, -0.74], [1.02, 0.50, 1.67], [1.18, -0.91, 1.44], [0.10, 1.49, -0.99], [-1.23, -0.82, -1.29], [1.39, 0.40, 1.83], [0.17, -0.64, 0.27], [-0.42, 0.28, -1.08], [-0.49, 0.96, -0.59], [-0.69, -0.88, -0.64], [0.51, -0.40, 1.12]]
}